Arrangement a

ORCA calculation (wB97M-V/def2-TZVPD) on C22H23N8O5Y as an isolated structure.

Geometry as XYZ:
```
59
Properties=species:S:1:pos:R:3
Y 0.08 0.71 -0.19
O -1.13 0.76 3.59
C -0.69 1.00 2.24
O -1.64 1.05 1.25
C -0.02 2.40 2.40
O 0.31 2.82 1.05
C -0.59 3.85 0.61
C -0.86 3.72 -0.88
O -1.25 4.71 -1.50
O -0.65 2.56 -1.40
H -1.88 0.17 3.53
H -0.70 3.11 2.86
H 0.90 2.34 2.99
H -1.55 3.73 1.11
H -0.17 4.83 0.82
N -1.19 -2.64 -0.28
C -2.05 -1.85 -1.02
C -3.29 -2.40 -1.38
C -4.19 -1.61 -2.06
C -3.85 -0.30 -2.38
C -2.62 0.17 -1.99
N -1.73 -0.59 -1.32
C 0.20 -2.66 -0.22
C 0.82 -3.77 0.37
C 2.19 -3.81 0.42
C 2.93 -2.77 -0.13
C 2.24 -1.71 -0.66
N 0.90 -1.64 -0.71
H -1.61 -3.49 0.06
H -3.53 -3.42 -1.13
H -5.15 -2.01 -2.35
H -4.54 0.35 -2.90
H -2.30 1.19 -2.17
H 0.22 -4.56 0.80
H 2.69 -4.66 0.88
H 4.01 -2.77 -0.12
H 2.75 -0.85 -1.08
N 0.43 3.71 -3.72
C 1.67 3.54 -4.16
N 2.15 4.37 -5.12
N 2.50 2.59 -3.74
C 2.15 1.87 -2.73
N 1.88 1.18 -1.83
H -0.09 4.55 -3.89
H 0.06 3.14 -2.95
H 1.54 4.98 -5.62
H 3.06 4.16 -5.48
N 0.35 0.08 1.81
C 0.64 -1.04 2.61
C -0.34 -1.99 2.96
C -0.01 -3.11 3.71
C 1.30 -3.33 4.11
C 2.28 -2.41 3.76
C 1.95 -1.28 3.03
H -1.35 -1.84 2.62
H -0.78 -3.82 3.98
H 1.55 -4.21 4.70
H 3.31 -2.57 4.07
H 2.71 -0.56 2.76
```

Computed properties:
* lowest unoccupied orbital energy: 0.39 eV
* E_HOMO: -7.072 eV
* charge: 0
* orbital gap: 0.2744 Eh

=====

Arrangement b

ORCA calculation (wB97M-V/def2-TZVPD) on C22H23N8O5Y as an isolated structure.

Geometry as XYZ:
```
59
Properties=species:S:1:pos:R:3
Y 0.09 0.12 -0.18
O -0.56 -3.96 1.33
C -0.20 -2.71 1.16
O -0.01 -2.22 0.08
C -0.06 -1.99 2.47
O 0.17 -0.62 2.23
C 1.24 0.00 3.00
C 2.78 0.08 1.20
O 3.78 -0.42 1.66
O 2.26 -0.05 0.04
H -0.62 -4.39 0.46
H 0.77 -2.45 3.02
H -0.97 -2.14 3.05
H 1.91 -0.79 3.36
H 0.79 0.52 3.84
N -2.48 2.54 0.25
C -3.03 1.27 0.10
C -4.40 1.18 0.12
C -5.07 -0.07 0.00
C -4.26 -1.19 -0.19
C -2.90 -1.05 -0.22
N -2.21 0.17 -0.05
C -1.22 3.12 0.09
C -1.12 4.48 0.24
C 0.12 5.15 0.05
C 1.22 4.36 -0.33
C 1.07 3.01 -0.44
N -0.14 2.32 -0.20
H -3.19 3.24 0.41
H -4.97 2.10 0.23
H -6.15 -0.14 0.03
H -4.69 -2.18 -0.32
H -2.28 -1.92 -0.41
H -2.01 5.04 0.49
H 0.20 6.22 0.16
H 2.19 4.80 -0.52
H 1.90 2.39 -0.73
N -0.39 -2.69 -4.70
C -0.21 -1.54 -5.37
N -0.26 -1.58 -6.72
N -0.04 -0.38 -4.81
C -0.02 -0.24 -3.52
N 0.02 -0.04 -2.38
H -0.38 -3.58 -5.16
H -0.28 -2.67 -3.70
H -0.12 -2.45 -7.20
H 0.01 -0.74 -7.19
N 1.91 0.90 2.11
C 2.51 2.07 2.65
C 2.01 2.72 3.78
C 2.59 3.90 4.23
C 3.67 4.46 3.56
C 4.16 3.82 2.43
C 3.59 2.64 1.98
H 1.15 2.34 4.32
H 2.18 4.39 5.10
H 4.12 5.38 3.91
H 4.99 4.24 1.88
H 3.99 2.16 1.10
```

Computed properties:
* lowest unoccupied orbital energy (spin up / spin down): -0.41 / -0.44 eV
* E_HOMO (spin up / spin down): -3.770 / -3.580 eV
* charge: 0
* orbital gap (spin up / spin down): 0.1234 / 0.1155 Eh

=====

What should be chosen as the least stable of them? Choose arrangement b.

=====

Arrangement a

ORCA calculation (wB97M-V/def2-TZVPD) on a 2-piece molecular cluster, C2H4O2S overall.

Geometry as XYZ:
```
9
Properties=species:S:1:pos:R:3
C -0.20 -1.46 -0.58
C -0.53 -0.12 -0.58
O 0.77 -0.60 1.67
O 0.57 -1.83 1.17
S -0.25 -2.86 -1.29
H 0.06 0.47 0.20
H -1.58 0.09 -0.27
H -0.52 0.46 -1.57
H 1.66 -0.42 1.86
```

Computed properties:
* lowest unoccupied orbital energy (spin up / spin down): -0.39 / -0.39 eV
* E_HOMO (spin up / spin down): -8.573 / -8.574 eV
* charge: 0
* orbital gap (spin up / spin down): 0.3006 / 0.3007 Eh

=====

Arrangement b

ORCA calculation (wB97M-V/def2-TZVPD) on a 2-piece molecular cluster, C2H4O2S overall.

Geometry as XYZ:
```
9
Properties=species:S:1:pos:R:3
C -0.15 0.48 -0.26
C 0.49 0.70 1.01
O -1.44 -0.21 -2.27
O 0.41 -1.85 -0.54
S -1.11 0.95 -1.43
H -0.08 0.96 1.91
H 1.24 1.63 1.08
H 1.01 -0.22 1.32
H -0.36 -2.44 -0.82
```

Computed properties:
* lowest unoccupied orbital energy (spin up / spin down): -2.22 / -2.22 eV
* E_HOMO (spin up / spin down): -9.991 / -9.984 eV
* charge: 0
* orbital gap (spin up / spin down): 0.2855 / 0.2852 Eh

=====

Arrangement c

ORCA calculation (wB97M-V/def2-TZVPD) on the molecule C2H4O2S.

Geometry as XYZ:
```
9
Properties=species:S:1:pos:R:3
O -1.92 -0.86 -0.72
C -1.12 -0.04 -0.39
O -1.28 1.29 -0.36
C 0.15 -0.51 0.28
S 1.58 0.04 -0.67
H -0.47 1.73 0.10
H 0.19 -0.07 1.27
H 0.15 -1.61 0.30
H 2.71 0.03 0.19
```

Computed properties:
* lowest unoccupied orbital energy: 0.26 eV
* E_HOMO: -9.814 eV
* charge: 0
* orbital gap: 0.3701 Eh

=====

Arrangement d

ORCA calculation (wB97M-V/def2-TZVPD) on the molecule C2H4O2S.

Geometry as XYZ:
```
9
Properties=species:S:1:pos:R:3
O -0.16 -1.60 1.01
C -0.04 -0.61 0.26
S 1.47 0.21 0.15
C -1.37 0.30 -0.03
O -1.15 1.12 -1.23
H 0.75 0.92 -0.63
H -2.41 -0.30 -0.20
H -1.34 1.15 0.95
H -1.63 0.61 -2.09
```

Computed properties:
* lowest unoccupied orbital energy: 0.19 eV
* E_HOMO: -9.653 eV
* charge: 0
* orbital gap: 0.3617 Eh

=====

What should be chosen as the least stable of them? Choose arrangement b.

=====

Arrangement a

ORCA calculation (wB97M-V/def2-TZVPD) on a 4-piece molecular cluster, C3H15NO3S overall.

Geometry as XYZ:
```
23
Properties=species:S:1:pos:R:3
C 2.38 1.24 -2.11
C 2.08 0.65 -0.74
N 0.71 0.27 -0.41
C 2.64 1.54 0.48
S 1.45 2.72 1.08
H 3.00 2.13 -2.00
H 2.96 0.55 -2.73
H 1.44 1.53 -2.59
H 2.62 -0.30 -0.63
H 0.73 -0.30 0.43
H 0.05 -0.16 -1.04
H 3.34 2.15 -0.11
H 3.17 0.97 1.24
H 0.29 2.16 0.71
O -2.57 -0.16 0.63
H -2.29 -0.20 -0.28
H -3.04 0.65 0.83
O -1.06 -2.58 1.95
H -0.65 -2.18 1.18
H -1.94 -2.22 2.01
O -5.44 -2.77 0.65
H -4.96 -3.53 0.32
H -4.91 -2.16 1.16
```

Computed properties:
* lowest unoccupied orbital energy: 0.19 eV
* E_HOMO: -8.797 eV
* charge: 0
* orbital gap: 0.3304 Eh

=====

Arrangement b

ORCA calculation (wB97M-V/def2-TZVPD) on a 4-piece molecular cluster, C3H15NO3S overall.

Geometry as XYZ:
```
23
Properties=species:S:1:pos:R:3
C -1.43 1.35 -1.61
C -1.25 1.36 -0.08
N 0.09 0.82 0.18
C -2.33 0.45 0.52
S -2.01 -1.30 0.24
H -1.56 2.29 -2.08
H -0.67 0.70 -2.05
H -2.37 0.79 -1.88
H -1.30 2.35 0.46
H 0.80 1.55 0.00
H 0.40 -0.01 -0.30
H -3.43 0.72 0.12
H -2.59 0.78 1.57
H -1.07 -1.48 1.19
O 1.47 -2.18 -0.99
H 1.92 -1.35 -0.92
H 1.94 -2.97 -1.24
O 0.07 1.66 3.29
H -0.46 0.93 3.68
H 0.21 1.12 2.47
O 5.70 -0.48 -1.63
H 5.23 -0.55 -2.47
H 6.47 -1.05 -1.76
```

Computed properties:
* lowest unoccupied orbital energy: 0.35 eV
* E_HOMO: -9.017 eV
* charge: 0
* orbital gap: 0.3443 Eh

=====

What should be chosen as the least stable of them? Choose arrangement b.

=====

Arrangement a

ORCA calculation (wB97M-V/def2-TZVPD) on the molecule C2H6N4.

Geometry as XYZ:
```
12
Properties=species:S:1:pos:R:3
C -1.00 -0.26 -0.10
N -1.70 -0.30 1.10
N 2.45 0.42 -0.57
C 1.14 0.65 -0.64
N 0.39 -0.21 0.09
N -1.47 -0.34 -1.27
H -2.66 -0.61 1.07
H -1.17 -0.25 1.96
H -2.46 -0.58 -1.28
H 3.07 0.88 -1.21
H 2.85 -0.18 0.15
H 0.57 0.80 0.70
```

Computed properties:
* lowest unoccupied orbital energy: 0.94 eV
* E_HOMO: -8.050 eV
* charge: 0
* orbital gap: 0.3302 Eh

=====

Arrangement b

ORCA calculation (wB97M-V/def2-TZVPD) on the molecule C2H6N4.

Geometry as XYZ:
```
12
Properties=species:S:1:pos:R:3
C 0.39 1.12 0.08
C 0.98 -0.23 -0.31
N -0.08 -1.29 -0.15
N -1.22 -0.78 -0.92
N -1.16 -0.53 0.49
N -0.73 0.70 0.91
H 1.02 1.61 0.75
H 0.01 1.53 -0.84
H 1.27 -0.49 -1.30
H 1.84 -0.54 0.41
H -1.90 -1.57 -1.01
H -0.42 0.46 1.90
```

Computed properties:
* lowest unoccupied orbital energy: 1.07 eV
* E_HOMO: -9.685 eV
* charge: 0
* orbital gap: 0.3953 Eh

=====

Arrangement c

ORCA calculation (wB97M-V/def2-TZVPD) on the molecule C2H6N4.

Geometry as XYZ:
```
12
Properties=species:S:1:pos:R:3
C -0.04 -1.21 0.16
C -0.49 0.08 0.98
N 0.40 1.12 0.49
N -0.04 1.69 -0.82
N 1.20 0.70 -0.57
N 0.93 -0.72 -0.82
H 0.21 -2.16 0.71
H -1.13 -1.51 -0.22
H -1.54 0.26 0.70
H -0.29 0.05 2.10
H 0.33 2.57 -1.01
H 0.45 -0.87 -1.70
```

Computed properties:
* lowest unoccupied orbital energy: 1.12 eV
* E_HOMO: -9.139 eV
* charge: 0
* orbital gap: 0.3771 Eh

=====

Arrangement d

ORCA calculation (wB97M-V/def2-TZVPD) on the molecule C2H6N4.

Geometry as XYZ:
```
12
Properties=species:S:1:pos:R:3
H -0.13 1.71 -0.88
N 0.76 1.37 -0.42
C 0.79 0.09 -0.28
N 2.02 -0.54 0.15
N -0.20 -0.88 -0.39
N -1.55 -0.59 -0.46
C -1.97 0.27 0.43
H 2.72 0.17 0.55
H 1.75 -1.20 1.00
H 0.07 -1.54 -1.14
H -1.19 0.58 1.16
H -3.05 0.58 0.30
```

Computed properties:
* lowest unoccupied orbital energy: 0.94 eV
* E_HOMO: -9.157 eV
* charge: 0
* orbital gap: 0.3710 Eh

=====

What should be chosen as the least stable of them? Choose arrangement c.